(1)
C4H12NP | ωB97M-V/def2-TZVPD

Summary:
HOMO level (eV): -9.48
Molecular weight (g mol⁻¹): 105.12
Structure (SMILES): [H]/P=N\C(C)C.C
HOMO-LUMO gap (eV): 9.19
Total charge: 0

Element x y z (Å)
H1 -2.96 0.87 -0.08
P1 -1.75 0.54 -0.93
N1 -0.60 0.18 0.10
C1 -0.50 0.42 1.52
C2 0.71 1.30 1.84
C3 -0.05 -0.95 2.02
H2 -1.45 0.80 2.02
H3 0.57 2.37 1.64
H4 0.90 1.02 2.81
H5 1.32 0.79 1.18
H6 0.00 -0.93 3.12
H7 0.79 -1.36 1.58
H8 -0.85 -1.73 1.79
C4 0.81 -0.68 -3.68
H9 0.58 0.06 -3.01
H10 1.67 -1.29 -3.60
H11 0.87 -0.10 -4.61
H12 -0.07 -1.31 -3.70


(2)
C4H12 | ωB97M-V/def2-TZVPD

Summary:
HOMO level (eV): -11.03
Molecular weight (g mol⁻¹): 60.14
Structure (SMILES): CC.CC
HOMO-LUMO gap (eV): 12.11
Total charge: 0

Element x y z (Å)
C1 -0.17 1.74 2.13
C2 -0.11 1.90 0.57
H1 0.16 2.61 2.65
H2 -1.26 1.48 2.34
H3 0.38 0.82 2.40
H4 0.50 1.13 0.06
H5 0.47 2.70 0.27
H6 -1.08 1.95 0.06
C3 0.10 -2.51 -1.40
C4 0.19 -1.05 -1.22
H7 0.06 -3.01 -2.35
H8 0.96 -3.05 -0.98
H9 -0.78 -2.97 -0.94
H10 0.09 -0.82 -0.19
H11 -0.61 -0.59 -1.93
H12 1.03 -0.74 -1.95


(3)
C40H50BF3O2S | ωB97M-V/def2-TZVPD

Summary:
HOMO level (eV): -7.30
Molecular weight (g mol⁻¹): 662.71
HOMO-LUMO gap (eV): 4.89
Total charge: 0

Element x y z (Å)
C1 -5.25 2.34 4.85
C2 -4.53 1.50 3.83
C3 -3.82 0.36 4.22
C4 -3.19 -0.48 3.29
C5 -2.51 -1.69 3.86
C6 -3.29 -0.19 1.91
C7 -2.77 -1.15 0.84
C8 -3.41 -2.55 1.00
C9 -1.23 -1.24 0.75
C10 -0.42 -0.04 0.45
C11 0.57 0.34 1.40
C12 0.55 1.64 2.02
C13 -0.58 2.60 1.79
C14 1.57 2.02 2.89
C15 2.57 1.13 3.29
C16 3.67 1.55 4.21
C17 2.54 -0.17 2.77
C18 1.58 -0.59 1.86
C19 1.68 -2.00 1.37
C20 -3.95 1.00 1.52
C21 -4.07 1.38 0.07
C22 -4.56 1.82 2.47
H1 -5.68 3.23 4.38
H2 -6.07 1.79 5.33
H3 -4.57 2.66 5.65
H4 -3.78 0.09 5.28
H5 -1.82 -2.17 3.17
H6 -1.94 -1.40 4.75
H7 -3.25 -2.44 4.19
H8 -3.11 -0.79 -0.14
H9 -4.50 -2.44 1.10
H10 -3.23 -3.17 0.11
H11 -3.04 -3.10 1.87
H12 -0.83 -1.63 1.70
H13 -0.97 -1.99 0.00
H14 -0.76 0.68 -0.28
H15 -0.71 3.22 2.70
H16 -0.40 3.30 0.95
H17 -1.53 2.08 1.62
H18 1.55 3.02 3.30
H19 4.11 0.67 4.69
H20 4.46 2.08 3.66
H21 3.30 2.23 4.99
H22 3.29 -0.89 3.12
H23 2.73 -2.26 1.21
H24 1.28 -2.71 2.11
H25 1.17 -2.14 0.41
H26 -4.53 2.37 -0.02
H27 -3.08 1.44 -0.42
H28 -4.70 0.68 -0.49
H29 -5.09 2.71 2.14
C23 0.39 3.23 -5.71
C24 0.21 2.28 -4.58
C25 -0.91 2.03 -3.81
C26 -0.69 1.02 -2.79
C27 0.62 0.60 -2.77
B1 1.54 -0.69 -2.12
C28 2.68 0.10 -1.22
C29 2.44 1.42 -0.85
C30 3.44 2.20 -0.27
C31 4.68 1.64 -0.04
C32 5.74 2.52 0.58
F1 6.83 1.84 1.02
F2 6.18 3.48 -0.30
F3 5.22 3.21 1.66
C33 4.93 0.30 -0.34
C34 3.92 -0.46 -0.94
O1 0.55 -1.48 -1.51
C35 0.20 -2.56 -2.38
C36 0.53 -3.82 -1.59
C37 -1.29 -2.48 -2.65
C38 1.15 -2.35 -3.67
C39 1.85 -3.61 -4.17
C40 0.40 -1.77 -4.85
O2 2.12 -1.42 -3.23
S1 1.56 1.35 -4.03
H30 -0.45 3.92 -5.72
H31 1.33 3.78 -5.55
H32 0.46 2.70 -6.67
H33 -1.86 2.52 -3.99
H34 -1.47 0.74 -2.10
H35 1.47 1.88 -1.03
H36 3.25 3.24 -0.02
H37 5.91 -0.13 -0.12
H38 4.13 -1.50 -1.21
H39 0.22 -4.71 -2.17
H40 1.60 -3.86 -1.37
H41 -0.03 -3.83 -0.64
H42 -1.58 -3.22 -3.41
H43 -1.85 -2.72 -1.74
H44 -1.59 -1.48 -2.98
H45 1.10 -4.35 -4.45
H46 2.43 -3.37 -5.07
H47 2.53 -4.04 -3.42
H48 -0.34 -2.49 -5.21
H49 -0.08 -0.82 -4.59
H50 1.11 -1.57 -5.67


(4)
C6H40FeO23 | ωB97M-V/def2-TZVPD

Summary:
HOMO level (spin up / spin down) (eV): -8.34 / -8.34
Molecular weight (g mol⁻¹): 536.21
HOMO-LUMO gap (spin up / spin down) (eV): 5.55 / 5.19
Spin multiplicity: 5
Total charge: 0

Element x y z (Å)
Fe1 -3.10 -2.76 1.01
C1 -0.93 0.01 0.91
C2 -0.94 -0.97 -0.21
C3 0.22 -0.94 -1.26
O1 0.34 -1.91 -2.02
C4 1.08 0.28 -1.20
C5 0.96 1.22 -0.20
C6 -0.07 1.06 0.93
O2 -0.32 1.92 1.90
O3 1.77 2.19 -0.24
O4 -1.78 -1.87 -0.17
H1 -1.74 -0.10 1.63
H2 1.80 0.42 -1.99
O5 2.94 -2.27 0.16
H3 2.32 -1.54 0.07
H4 2.72 -2.86 -0.56
O6 -2.04 -2.71 2.74
H5 -1.11 -2.97 2.77
H6 -2.21 -2.33 3.60
O7 -3.97 -0.95 1.90
H7 -3.68 -0.04 2.05
H8 -4.90 -0.87 1.68
O8 1.93 1.58 -4.23
H9 1.41 0.90 -4.66
H10 1.61 1.59 -3.32
O9 2.48 4.84 1.59
H11 2.24 4.04 1.11
H12 3.05 4.54 2.30
O10 -3.08 2.08 -0.50
H13 -3.86 2.62 -0.36
H14 -2.94 1.64 0.34
O11 -1.56 3.91 3.60
H15 -0.81 3.42 3.27
H16 -1.93 4.34 2.83
O12 -3.51 1.99 2.65
H17 -2.57 2.16 2.65
H18 -3.91 2.84 2.81
O13 -1.53 -3.65 -2.75
H19 -2.00 -4.18 -2.10
H20 -0.82 -3.24 -2.25
O14 -1.85 4.19 0.71
H21 -1.40 3.37 0.92
H22 -2.34 3.99 -0.09
O15 3.91 1.49 1.63
H23 3.03 1.66 1.30
H24 3.95 1.96 2.47
O16 0.40 -1.31 -4.75
H25 1.07 -1.89 -5.12
H26 0.26 -1.65 -3.86
O17 -2.13 -4.59 0.62
H27 -2.36 -5.47 0.92
H28 -1.19 -4.63 0.43
O18 3.43 -1.46 -3.07
H29 2.67 -1.77 -3.58
H30 3.93 -0.93 -3.69
O19 -1.18 0.36 4.80
H31 -1.04 0.84 3.97
H32 -2.01 0.70 5.13
O20 4.51 3.01 -0.94
H33 3.66 2.78 -0.56
H34 5.06 2.23 -0.81
O21 -2.80 -0.88 -2.95
H35 -2.56 -0.33 -3.70
H36 -1.97 -1.21 -2.62
O22 4.72 0.23 -0.78
H37 4.40 0.71 -0.01
H38 4.04 -0.43 -0.95
O23 0.40 -4.70 -0.49
H39 0.92 -5.46 -0.22
H40 0.92 -4.28 -1.18


Number 1: F_max 4.2 eV/Å. Number 2: F_max 5.9 eV/Å. Number 3: F_max 3.2 eV/Å. Number 4: F_max 5.5 eV/Å.